No. 1
Computed, not measured: a cluster of 9 separate species, C20H43INO33S8 in total, with the ωB97M-V functional and the def2-TZVPD basis.

## Properties
LUMO energy in eV: -5.1
E in eV: -185262.2332
Orbital gap in Eh: 0.269

```
! wB97M-V def2-TZVPD RIJCOSX def2/J DEFGRID3
* xyz 1 1
C 3.6845 4.3954 1.4843
C 2.6335 3.3165 1.6717
O 2.1000 2.7600 0.4609
C 3.0623 2.4218 -0.5113
C 4.1896 1.4955 -0.0418
N 3.7153 0.4451 0.9231
I 4.8220 -1.3325 0.6269
H 4.6837 4.0138 1.2537
H 3.7866 4.9631 2.4136
H 3.4190 5.1111 0.7022
H 2.9648 2.5222 2.3591
H 1.7806 3.7799 2.1743
H 2.5204 1.8829 -1.2969
H 3.5040 3.2931 -1.0093
H 5.0674 2.0059 0.3548
H 4.5462 0.9691 -0.9319
H 2.7446 0.1788 0.7601
H 3.8869 0.6995 1.8933
C 1.7330 6.2034 5.9425
C 1.7197 7.6109 5.3836
O 3.1014 7.9896 5.3518
S 4.0106 6.7127 5.0607
O 4.3206 6.6629 3.6729
O 5.0221 6.6424 6.0465
O 2.8952 5.5958 5.3556
H 1.8559 6.2023 7.0266
H 0.8416 5.6404 5.6788
H 1.1538 8.3043 5.9988
H 1.3346 7.6336 4.3617
C -0.7122 1.4148 -1.9745
C -0.7599 1.2055 -0.4758
O -2.1496 1.0664 -0.1755
S -2.8876 0.3573 -1.4009
O -3.0046 -1.0365 -1.1211
O -4.0042 1.1354 -1.7801
O -1.7261 0.5455 -2.4870
H -0.9653 2.4424 -2.2415
H 0.2524 1.1563 -2.4058
H -0.3337 2.0391 0.0761
H -0.2535 0.2773 -0.1885
C 5.3753 -3.0873 -4.7975
C 6.6111 -2.2964 -5.1551
O 6.4248 -1.0325 -4.4797
S 5.6405 -1.2647 -3.1243
O 6.5751 -1.3384 -2.0498
O 4.5327 -0.3675 -3.0642
O 5.1168 -2.7305 -3.4145
H 4.5197 -2.7908 -5.3968
H 5.5258 -4.1589 -4.8884
H 6.7188 -2.1469 -6.2255
H 7.5182 -2.7568 -4.7604
C -3.5926 3.2391 3.6891
C -4.4777 4.4228 3.3556
O -4.4341 4.5034 1.9225
S -4.2995 3.0301 1.3096
O -5.5811 2.5610 0.9317
O -3.1998 2.9891 0.4145
O -3.8668 2.2877 2.6575
H -2.5335 3.5050 3.6401
H -3.8143 2.8081 4.6622
H -4.1234 5.3506 3.7958
H -5.5115 4.2478 3.6585
C 2.2775 -0.6059 -8.9506
C 1.5040 -1.8988 -9.1002
O 2.5227 -2.8967 -9.2774
S 3.8219 -2.4952 -8.4547
O 3.8178 -3.1824 -7.2046
O 4.9461 -2.5547 -9.3131
O 3.4348 -0.9709 -8.1773
H 2.6166 -0.2249 -9.9149
H 1.7098 0.1642 -8.4362
H 0.8301 -1.8931 -9.9514
H 0.9435 -2.1395 -8.1949
C -4.7719 -1.6778 2.0763
C -3.5689 -2.2997 2.7495
O -3.5323 -1.6922 4.0513
S -5.0244 -1.3921 4.5399
O -5.4549 -2.4423 5.3938
O -5.0952 -0.0311 4.9377
O -5.7450 -1.5653 3.1260
H -4.5509 -0.6761 1.7018
H -5.1622 -2.2863 1.2655
H -2.6439 -2.1071 2.2146
H -3.6908 -3.3755 2.8836
C -3.5217 -5.2627 6.3073
C -2.9311 -6.6443 6.1141
O -1.9427 -6.4646 5.0846
S -1.2997 -5.0096 5.2108
O -0.0727 -5.0917 5.9173
O -1.3773 -4.3768 3.9402
O -2.3984 -4.3770 6.1772
H -4.2439 -5.0176 5.5269
H -3.9880 -5.1361 7.2800
H -3.6690 -7.3782 5.8036
H -2.4250 -6.9956 7.0151
C -3.5571 -4.2382 -3.0284
C -4.4168 -3.0581 -3.4201
O -4.3826 -3.0503 -4.8540
S -4.2720 -4.5521 -5.3968
O -5.5621 -5.0200 -5.7501
O -3.1803 -4.6170 -6.3008
O -3.8523 -5.2397 -4.0099
H -2.4940 -3.9963 -3.0933
H -3.7827 -4.6087 -2.0322
H -4.0424 -2.1204 -3.0249
H -5.4529 -3.1986 -3.1040
*
```

***

No. 2
Computed, not measured: a structure of composition C20H43InN2OP3, with the ωB97M-V functional and the def2-TZVPD basis.

## Properties
LUMO energy in eV: -10.3
E in eV: -59479.0199
Orbital gap in Eh: 0.211

```
! wB97M-V def2-TZVPD RIJCOSX def2/J DEFGRID3
* xyz 3 1
In 0.1828 0.2356 -0.1203
P 2.0895 1.2110 1.6319
P -1.2455 2.4330 -0.8255
P 2.2765 -0.4563 -1.4424
H -1.5276 -3.8617 1.8724
C -0.6535 -4.4207 1.5096
C 0.5054 -4.3040 2.1737
H 0.5708 -3.6956 3.0813
C 1.4468 1.6680 3.2795
C 3.0027 2.7466 1.2229
C 3.4528 0.0931 2.1476
C -2.8766 2.2242 -1.6130
C -1.6937 3.3679 0.6886
C -0.5630 3.7807 -1.8604
C 2.7527 -2.0146 -0.6099
C 3.7720 0.5877 -1.5185
C 2.0728 -0.9193 -3.1847
H -0.7754 -5.0997 0.6521
H 1.4142 -4.8430 1.8873
H 1.1456 0.7727 3.8387
H 0.5911 2.3482 3.1933
H 2.2570 2.1743 3.8221
H 2.2885 3.5680 1.0770
H 3.5997 2.6274 0.3113
H 3.6681 2.9959 2.0623
H 3.0717 -0.9285 2.2769
H 3.8528 0.4415 3.1120
H 4.2690 0.0757 1.4137
H -2.9031 2.7041 -2.6015
H -3.6232 2.7075 -0.9675
H -3.1495 1.1652 -1.7149
H -2.5717 3.9883 0.4604
H -0.8562 4.0105 0.9953
H -1.9456 2.6781 1.5039
H -1.3684 4.5103 -2.0392
H -0.2175 3.3876 -2.8249
H 0.2731 4.2834 -1.3597
H 3.0692 -2.7253 -1.3827
H 1.8832 -2.4282 -0.0769
H 3.5630 -1.8487 0.1105
H 4.3368 0.2879 -2.4123
H 4.4167 0.4715 -0.6409
H 3.5014 1.6459 -1.6250
H 2.9548 -1.4849 -3.5169
H 1.9892 -0.0038 -3.7885
H 1.1737 -1.5270 -3.3503
C -1.7716 -1.4178 -3.0872
C -2.8804 -0.8036 -3.6691
C -3.3281 -1.2536 -4.9153
C -2.6696 -2.2968 -5.5802
C -1.5786 -2.9151 -4.9757
C -1.1602 -2.5168 -3.6994
O -1.2827 -1.0112 -1.8481
H -1.7704 -0.1860 -1.5507
H -3.4084 0.0069 -3.1728
H -4.2034 -0.7899 -5.3662
H -3.0288 -2.6256 -6.5611
H -1.0569 -3.7204 -5.5012
H -0.3608 -3.0463 -3.1974
C -2.7144 0.8352 4.7304
N -1.8642 -0.1783 4.0738
C -1.3074 -1.2575 4.9111
C -1.5344 -0.0748 2.8184
N -1.2264 -0.0451 1.6762
H -3.0849 0.3976 5.6662
H -3.5637 1.0879 4.0773
H -2.1496 1.7582 4.9574
H -1.2438 -2.1811 4.3215
H -0.3023 -1.0010 5.2824
H -1.9820 -1.3951 5.7615
*
```